ORCA calculation (the ωB97M-V functional and the def2-TZVPD basis) on one molecule with the formula C29H32N2O5S in a non-equilibrium geometry.

Geometry as XYZ:
```
69
Properties=species:S:1:pos:R:3:forces:R:3:lowdin_charge:R:1
H -0.925 -7.341 -3.006 0.0007 -0.0911 -0.0309 0.103
C 1.306 3.414 3.094 -0.0272 -0.0579 -0.0029 -0.040
C -1.353 -5.307 -3.527 -0.0455 0.0479 -0.0734 -0.079
H -2.863 -1.603 -2.158 -0.0189 -0.1182 0.0103 0.130
C -0.929 -2.223 -1.380 -0.3219 0.3193 -0.5523 -0.259
C -1.337 -3.994 -3.097 0.0092 -0.0140 0.0454 -0.029
N -0.120 -2.040 -0.204 0.3630 0.9145 0.2028 -0.204
H -1.707 -5.547 -4.518 -0.0278 -0.0145 -0.0929 0.103
H -0.132 2.635 -1.421 0.1031 0.0348 -0.0320 0.087
C 4.892 -0.653 -0.865 0.0256 -0.0251 -0.0233 -0.075
H 5.009 1.136 0.309 0.0428 0.0759 0.0485 0.109
C -0.432 -4.672 -0.973 0.0101 -0.0230 -0.0100 -0.162
H -1.675 -3.207 -3.755 -0.0526 0.1023 -0.1126 0.118
H -3.838 1.319 0.717 0.0166 0.0539 -0.1617 0.139
O -2.356 -0.579 0.880 -0.1786 0.0033 0.0029 0.087
N -1.289 2.163 0.818 0.3407 -0.2567 0.3132 0.133
C -2.281 2.660 0.069 -0.5909 -0.4973 -0.0012 -0.447
H -1.388 -2.993 1.165 0.0818 0.0725 0.0076 0.131
H -0.498 -1.572 -2.147 -0.1503 -0.2394 -0.0508 0.154
C -0.884 -3.666 -1.824 0.1341 -0.0479 0.0121 -0.131
C 2.714 -1.645 -1.064 -0.0299 -0.1265 -0.0863 -0.055
C -3.398 1.637 -0.236 -0.2387 0.4287 0.2811 -0.032
C -0.821 2.191 3.587 -0.1285 0.1140 -0.0387 -0.190
H 2.057 -2.412 -1.442 -0.0331 -0.1332 -0.0515 0.107
H 0.101 4.740 -2.745 0.0011 0.0615 -0.1281 0.071
C -0.454 -5.990 -1.418 -0.0381 0.0261 -0.0643 -0.036
H 3.103 4.467 2.597 0.0731 0.0374 0.0260 0.100
H -4.148 2.139 -0.851 0.2111 -0.0460 0.1482 0.138
H 0.252 -2.630 1.719 -0.1284 -0.1864 0.0929 0.127
H -2.951 -2.606 -0.688 -0.0347 0.1057 -0.0299 0.141
C 0.177 4.758 -1.660 0.0118 -0.0943 -0.0010 -0.084
C -2.058 3.068 3.790 0.0853 -0.1366 0.0553 -0.075
C -2.556 -0.569 -0.313 -0.4824 -0.4704 0.0905 -0.505
H -0.104 -6.771 -0.757 0.0382 -0.0897 0.0777 0.114
C -0.117 2.829 1.248 0.2428 0.3956 0.1404 -0.135
H 5.946 -0.661 -1.101 0.0874 -0.0036 -0.0103 0.105
H -2.558 3.262 2.845 -0.0673 0.0514 -0.0620 0.064
C -0.913 -6.311 -2.680 0.0267 -0.0674 0.0387 -0.081
C 2.201 4.005 2.221 0.0744 0.0498 -0.0426 -0.081
H -1.351 1.201 1.135 -0.2643 0.1421 -0.1583 0.089
O -0.119 0.351 -0.887 0.0897 -0.3055 -0.2837 -0.244
H 0.900 5.520 -1.373 0.0818 0.1023 -0.0236 0.069
C 3.016 0.366 0.228 0.0089 0.1385 0.1245 -0.045
C 4.069 -1.653 -1.359 -0.0190 0.0120 -0.0210 -0.069
H 2.650 4.426 0.177 0.0642 0.0532 -0.1007 0.114
O -2.407 3.816 -0.276 -0.0100 0.2329 -0.1158 0.078
C 1.941 3.988 0.866 0.0069 0.0137 0.0738 -0.054
C -2.414 -1.795 -1.185 0.2282 0.1629 0.1355 0.003
H -1.116 1.205 3.220 0.0021 -0.0439 0.1186 0.100
H 4.480 -2.437 -1.977 0.0179 -0.0653 -0.0444 0.106
H -2.762 2.581 4.463 -0.1092 0.0013 0.0637 0.070
C 0.146 2.818 2.624 0.0605 0.0055 0.0457 -0.174
C 0.116 -4.358 0.394 0.0130 0.2626 0.0760 -0.104
H 1.209 -4.383 0.341 -0.0076 -0.0069 0.0847 0.125
H -0.792 5.021 -1.246 0.0004 0.0818 -0.0078 0.056
C 2.205 -0.637 -0.269 -0.4993 -0.0514 0.1523 -0.242
C 0.604 3.386 -1.138 -0.1801 0.1487 -0.0804 -0.198
C 4.368 0.357 -0.073 -0.0983 0.0212 0.0024 -0.058
O -3.015 0.479 -0.979 0.0173 0.1841 -0.4014 0.037
H -0.324 2.049 4.549 0.0237 -0.0845 -0.0592 0.111
C -0.333 -2.980 0.869 0.2049 -0.3606 0.4650 -0.159
H -0.198 -5.121 1.108 0.0267 0.0007 0.0059 0.123
C 0.789 3.398 0.353 -0.0512 -0.1481 -0.0537 -0.168
S 0.456 -0.520 0.099 0.9113 -0.5430 -0.2981 0.711
H 1.557 3.104 -1.599 -0.0572 -0.0811 0.0107 0.116
H -1.772 4.025 4.222 -0.0187 0.0937 0.0254 0.078
H 1.509 3.412 4.155 -0.0042 -0.0279 0.1112 0.109
H 2.576 1.136 0.842 0.0414 0.1903 0.1345 0.106
O 0.339 -0.184 1.487 0.1353 -0.2845 0.0834 -0.249
```
Forces are in eV/Å.

As for the HOMO-LUMO gap: 8.92 eV. Its SMILES is CCc1cccc(CC)c1NC(=O)COC(=O)C[C@@H]1c2ccccc2CCN1S(=O)(=O)c1ccccc1. As for the multiplicity: 1. The calculation puts the total energy at -54646.605 eV.

ORCA calculation (the ωB97M-V functional and the def2-TZVPD basis) on C29H32N5OPRuS2 as an isolated structure in a non-equilibrium geometry.

Geometry as XYZ:
```
71
Properties=species:S:1:pos:R:3:forces:R:3:lowdin_spin:R:1
N -1.790 0.638 2.179 0.0263 0.1086 0.0319 0.000
H -5.047 -0.887 -1.403 0.0048 -0.0112 0.0219 0.000
H 2.706 6.027 0.300 -0.0056 -0.0195 0.0081 0.000
C 0.655 -2.238 -1.581 -0.0983 0.0212 -0.4067 0.060
H 1.621 -2.599 -4.827 0.0378 -0.0722 0.0700 0.076
C 3.624 -0.070 -1.403 0.5035 -0.0618 -0.0802 0.001
C 0.809 -0.272 1.043 -2.3368 0.2935 0.2021 0.276
H 3.856 0.506 -2.296 -0.0466 -0.0821 0.0526 0.001
O -3.002 0.189 -0.393 0.8662 0.0253 -0.0886 -0.012
H -0.380 0.806 -3.523 0.0054 0.0397 -0.0021 0.001
H 2.921 -1.918 1.908 0.0024 -0.0006 -0.0318 0.004
C 2.109 -0.472 0.505 2.3886 -0.3174 -1.1880 0.028
C 4.495 -1.083 -0.990 -0.4843 0.2891 0.6524 0.080
H -3.176 0.456 4.709 -0.0028 -0.0014 -0.0103 0.000
H -5.150 -0.700 3.506 -0.0013 -0.0039 -0.0062 0.000
H -4.522 1.287 3.906 0.0214 -0.0035 -0.0046 0.000
C 1.991 2.969 1.582 0.0217 -0.0129 0.0259 0.006
H -0.339 -4.026 -4.302 0.0800 -0.0358 0.0668 0.073
C -0.547 -3.421 -3.415 0.4344 -0.1208 0.1759 0.147
H 3.881 4.315 4.044 -0.0048 -0.0019 -0.0108 0.000
C -5.125 -0.737 2.424 -0.1229 -0.0509 0.0399 0.000
N 0.485 -0.940 -4.301 -0.1671 0.4008 0.2930 0.005
H -0.963 -4.043 -2.622 0.0372 -0.0859 -0.0207 0.038
P -0.440 -0.711 -1.618 0.5648 -1.1488 -1.7637 0.020
C -3.020 0.530 2.562 -0.1809 -0.0407 0.0092 0.001
C 4.222 -1.699 0.241 0.4888 0.0018 -0.4851 0.016
H -2.338 -2.236 -1.839 0.0074 -0.0112 -0.0144 0.003
H 1.446 2.062 1.328 0.0129 0.1364 0.0194 0.005
C 0.296 0.017 -3.186 -0.0401 0.0250 -0.0466 0.009
C 3.355 4.235 3.098 -0.0028 -0.0111 0.0074 0.000
H 0.201 -2.950 -0.890 0.0539 -0.0765 0.0337 0.031
H 1.850 1.061 -0.979 -0.0429 -0.0685 -0.0477 0.003
H -1.461 -0.683 -4.984 -0.0294 0.0390 -0.0239 0.002
C 0.113 0.854 3.408 -0.2386 0.3197 0.0785 0.012
C 1.393 -1.978 -3.957 -0.0626 -0.4560 0.3439 0.119
C 2.494 0.244 -0.676 -0.4597 -0.2219 0.9140 0.052
C 2.696 5.199 0.998 0.0021 -0.0009 0.0049 0.000
H 1.432 -3.719 -2.815 0.8650 -1.2680 0.0075 0.222
H 1.655 -1.993 -1.230 -0.0269 -0.1598 -0.0708 0.009
H 3.916 6.202 2.453 -0.0081 -0.0162 -0.0042 0.000
C -0.785 -1.501 -4.740 -0.0800 -0.0164 -0.0564 0.019
C -3.449 1.117 3.883 0.0128 -0.0060 -0.0127 0.000
N -0.996 1.376 3.064 0.1152 -0.1214 -0.0058 -0.004
H 1.470 3.941 -0.244 0.0065 0.0179 -0.0005 0.000
H -6.943 -1.880 -0.175 0.0271 0.0100 0.0082 0.000
H 4.911 -2.446 0.626 -0.0656 0.0429 -0.0477 0.001
S 0.776 -0.671 2.847 0.2041 0.0952 -0.1317 0.054
N 0.800 -2.922 -2.915 -1.1924 1.6979 -0.0731 0.074
Ru -0.966 0.100 0.260 0.3897 0.3253 1.4825 -0.546
H -6.975 -1.816 2.324 0.0173 0.0035 -0.0064 0.000
H 5.391 -1.320 -1.549 -0.1034 -0.0567 -0.0089 0.010
C -3.968 -0.253 0.332 -0.4265 -0.2102 0.3625 -0.001
S 1.025 1.781 4.632 -0.0199 -0.1571 -0.1047 0.007
H 2.811 0.964 3.290 0.0245 0.0277 0.0243 0.000
H 3.373 2.060 4.562 -0.0123 -0.0124 -0.0083 0.000
H -2.917 2.053 4.043 -0.0109 0.0025 0.0019 0.000
H 1.257 0.479 -2.963 -0.0009 0.0183 -0.0527 0.001
C -5.081 -0.859 -0.319 0.1078 0.0713 -0.0263 0.000
C 3.374 5.297 2.205 -0.0089 -0.0063 -0.0038 0.000
C 2.006 4.032 0.693 -0.0288 -0.0382 -0.0301 0.001
C 3.099 -1.391 0.978 -1.0244 0.4029 -0.1144 0.053
C -6.160 -1.370 1.768 0.0945 0.0569 0.0172 -0.002
H -0.612 -2.100 -5.641 0.0013 0.0434 0.1030 0.012
C -4.032 -0.165 1.756 0.1012 0.0472 -0.1280 -0.001
C 2.665 3.064 2.798 0.0011 -0.0008 -0.0038 0.000
C 2.628 1.924 3.777 0.0093 0.0205 0.0035 0.001
N -1.415 -2.346 -3.735 -0.1749 0.4321 0.2270 0.005
H 2.307 -1.576 -3.519 0.0338 -0.0502 -0.0727 0.017
C -1.826 -1.570 -2.537 -0.0504 -0.0126 -0.1051 0.008
C -6.132 -1.409 0.370 -0.0031 0.0114 0.0093 0.000
H -2.557 -0.818 -2.838 -0.0060 0.0231 0.0010 0.001
```
Forces are in eV/Å.

As for the HOMO-LUMO gap (spin up / spin down): 2.91 / 6.70 eV. Its expectation value of S² is 1.113. As for the multiplicity: 2. The calculation puts the total energy at -73628.528 eV. As for the net charge: -1.

The highest multiplicity belongs to which entry? C29H32N5OPRuS2

multiplicity of number 1 (C29H32N2O5S)? 1

What is the multiplicity in the second record? 2